21
Properties=species:S:1:pos:R:3:nbo_charge:R:1 method="wB97M-V/def2-TZVPD" e_above_lowest_ev=0.988 spin_multiplicity=3 lumo_energy_ev="1.1 / -1.8" orbital_gap_ev="4.17 / 6.30"
H 1.667 -0.338 -2.512 0.238
H 0.355 -0.426 2.981 0.470
H -0.264 2.013 2.124 0.172
C 0.828 1.320 -1.248 -0.336
C 0.611 1.405 2.333 -0.263
C -0.513 1.691 -0.948 -0.173
P -0.281 -3.029 0.545 -0.043
H -0.802 2.601 -0.427 0.227
H -1.411 -3.582 -0.119 0.044
H 0.940 -3.548 0.011 -0.027
H 1.427 1.667 1.668 0.174
C -1.421 0.787 -1.603 -0.398
H 0.928 1.611 3.362 0.174
Au -0.464 -0.877 -0.201 0.373
H -0.357 -3.121 1.969 0.034
H -0.959 -0.964 -3.000 0.245
H -2.494 0.913 -1.708 0.250
O 0.285 0.048 2.116 -0.782
C -0.596 -0.192 -2.326 -0.330
H 1.713 1.883 -0.963 0.232
C 0.807 0.138 -2.053 -0.281


20
Properties=species:S:1:pos:R:3:nbo_charge:R:1 method="wB97M-V/def2-TZVPD" lumo_energy_ev=0.8 orbital_gap_ev=10.05 smiles="C=CCBCCCF"
H -1.143 -1.782 0.359 0.157
H 1.331 0.506 -1.540 0.239
C 3.073 -0.879 0.000 -0.430
C -2.293 0.041 0.438 -0.417
H -1.284 0.699 -1.366 0.235
H -2.121 0.125 1.515 0.212
H 1.619 2.048 -0.733 0.253
H -2.880 -2.036 0.616 0.166
H -3.315 0.372 0.248 0.209
F -2.310 -1.625 -1.268 -0.378
C -1.266 0.914 -0.296 -0.796
H 3.195 1.036 0.827 0.196
C -2.142 -1.420 0.100 0.059
C 1.481 0.971 -0.561 -0.833
B 0.176 0.838 0.304 0.715
H 3.726 -1.348 0.725 0.201
C 2.669 0.378 0.141 -0.138
H 2.758 -1.481 -0.846 0.189
H 0.285 0.679 1.489 -0.094
H -1.559 1.964 -0.152 0.256


Total energy (Ha)
-787.84570; -360.48179